Record 1
This record from OMol25 describes a molecular structure, C59H49AsFN4O5RbS2Si. The level of theory is the ωB97M-V functional and the def2-TZVPD basis.

Computed properties:
DFT total energy in eV: -171939.7685
Energy relative to the best compared isomer or geometry (same formula, charge and spin) in kcal per mole: 13.5
Total charge: -2

Each line ends with the Löwdin charge.
Geometry (Å):
Rb: 1.8567 0.3370 -1.4433  0.870
C: 6.9704 0.3827 3.7402  -0.048
C: 6.0253 1.1928 4.6184  -0.324
C: 6.0870 0.6731 6.0481  -0.162
C: 5.0568 1.3519 6.9291  -0.141
C: 3.6903 1.1011 6.3665  -0.155
C: 2.5754 0.9564 7.1632  0.029
C: 1.3283 0.7485 6.5870  -0.262
F: 0.2634 0.6145 7.4201  0.036
C: 1.1559 0.6887 5.2339  0.067
C: 2.2748 0.8375 4.4107  -0.029
C: 2.0475 0.8372 2.9301  -0.304
O: 0.9638 0.5187 2.4714  0.060
C: 3.2126 1.2299 2.1627  -0.023
C: 4.4097 1.2967 2.7807  0.014
N: 4.6402 1.1402 4.1207  0.007
C: 3.5431 1.0165 4.9670  -0.086
C: 3.1815 1.5824 0.6838  -0.782
O: 2.2354 2.3076 0.3100  -0.184
O: 4.1424 1.1583 0.0032  -0.103
H: 7.9539 0.3475 4.2123  0.078
H: 7.0979 0.7955 2.7434  0.072
H: 6.5989 -0.6370 3.6337  0.097
H: 6.3441 2.2449 4.6215  0.151
H: 7.1031 0.8253 6.4193  0.115
H: 5.9016 -0.4060 6.0397  0.132
H: 5.2554 2.4296 6.9582  0.124
H: 5.1154 0.9890 7.9575  0.113
H: 2.6534 1.0085 8.2421  0.120
H: 0.1898 0.5378 4.7766  0.129
H: 5.2760 1.4928 2.1670  0.126
C: -3.7631 -2.7376 3.6947  -0.136
C: -3.9102 -1.5513 2.9830  -0.115
C: -3.1740 -1.3403 1.8289  -0.133
C: -2.2825 -2.2965 1.3197  -0.313
C: -2.1651 -3.4807 2.0498  -0.104
C: -2.8837 -3.6988 3.2203  -0.122
Si: -1.2585 -1.8079 -0.2401  0.750
C: -0.5165 -3.5513 -0.6897  -0.327
C: -1.2189 -4.5940 -1.3067  -0.117
C: -0.6161 -5.8001 -1.6336  -0.129
C: 0.7274 -6.0088 -1.3494  -0.121
C: 1.4510 -5.0004 -0.7307  -0.101
C: 0.8307 -3.7982 -0.4134  -0.128
C: -2.6752 -1.8473 -1.5706  -0.321
C: -4.0090 -2.2206 -1.3949  -0.112
C: -4.9208 -2.2181 -2.4446  -0.123
C: -4.5224 -1.8433 -3.7201  -0.139
C: -3.2026 -1.4549 -3.9270  -0.104
C: -2.3108 -1.4492 -2.8653  -0.139
H: -4.3236 -2.9053 4.6076  0.080
H: -4.5929 -0.7847 3.3345  0.088
H: -3.2931 -0.3995 1.3002  0.080
H: -1.4914 -4.2551 1.6983  0.089
H: -2.7555 -4.6298 3.7633  0.085
H: -2.2673 -4.4507 -1.5487  0.097
H: -1.1936 -6.5794 -2.1204  0.088
H: 1.2085 -6.9417 -1.6217  0.085
H: 2.5046 -5.1362 -0.5193  0.093
H: 1.4214 -3.0082 0.0410  0.089
H: -4.3510 -2.5266 -0.4114  0.093
H: -5.9502 -2.5114 -2.2634  0.086
H: -5.2322 -1.8403 -4.5407  0.083
H: -2.8665 -1.1449 -4.9103  0.098
H: -1.2977 -1.0992 -3.0439  0.075
C: -0.4188 6.3024 -2.3238  -0.115
C: 0.3495 5.1915 -2.6316  -0.090
C: 0.2442 4.0372 -1.8618  -0.108
C: -0.6347 3.9854 -0.7899  -0.366
C: -1.4075 5.1036 -0.4894  -0.107
C: -1.2990 6.2582 -1.2483  -0.107
As: -0.7730 2.2739 0.1735  1.363
C: -0.7232 3.0025 1.9902  -0.375
C: -1.4976 2.4851 3.0220  -0.125
C: -1.3554 2.9579 4.3216  -0.107
C: -0.4144 3.9348 4.6093  -0.116
C: 0.3909 4.4241 3.5898  -0.094
C: 0.2390 3.9636 2.2900  -0.108
C: -2.7071 2.0747 -0.1457  -0.376
C: -3.7606 2.4171 0.6924  -0.129
C: -5.0761 2.1748 0.3116  -0.107
C: -5.3518 1.5912 -0.9162  -0.099
C: -4.3047 1.2591 -1.7651  -0.080
C: -2.9960 1.5011 -1.3814  -0.119
H: -0.3384 7.2027 -2.9227  0.088
H: 1.0316 5.2077 -3.4730  0.100
H: 0.8438 3.1760 -2.1183  0.069
H: -2.1026 5.0642 0.3430  0.101
H: -1.9076 7.1226 -1.0057  0.090
H: -2.1863 1.6669 2.8342  0.097
H: -1.9655 2.5354 5.1116  0.099
H: -0.2931 4.2935 5.6249  0.091
H: 1.1529 5.1653 3.8056  0.094
H: 0.8933 4.3301 1.5095  0.100
H: -3.5781 2.8837 1.6550  0.082
H: -5.8824 2.4347 0.9880  0.089
H: -6.3739 1.3786 -1.2048  0.091
H: -4.4988 0.7672 -2.7103  0.093
H: -2.1934 1.2022 -2.0495  0.091
N: -1.0361 -5.5967 -6.9761  0.072
C: -0.2879 -4.5921 -6.3338  -0.328
C: -0.3981 -4.4142 -4.9556  -0.016
C: 0.3451 -3.4425 -4.3174  -0.033
C: 1.2099 -2.6326 -5.0491  -0.276
C: 1.3482 -2.8257 -6.4127  -0.092
C: 0.6010 -3.8027 -7.0546  -0.046
S: 2.0663 -1.3401 -4.1943  0.482
O: 2.3943 -1.8967 -2.8949  -0.438
O: 3.1616 -0.9428 -5.0595  -0.340
N: 1.0378 -0.1888 -3.9215  -0.289
C: 0.6075 0.6958 -4.8426  -0.718
S: 0.7554 0.5338 -6.5781  1.015
C: -0.1259 1.9993 -6.7780  -0.453
C: -0.4526 2.4931 -5.5594  -0.285
N: -0.0482 1.7721 -4.4739  0.040
H: -1.8919 -5.8154 -6.4869  0.077
H: -1.2363 -5.3806 -7.9415  0.073
H: -1.0722 -5.0343 -4.3769  0.102
H: 0.2614 -3.3170 -3.2457  0.099
H: 2.0403 -2.2059 -6.9655  0.094
H: 0.7054 -3.9542 -8.1228  0.101
H: -0.3373 2.4210 -7.7454  0.039
H: -1.0015 3.4108 -5.3991  0.094



Record 2
This record from OMol25 describes a molecular structure, C59H50BrCsFGeNO3P3SbSe4. The level of theory is the ωB97M-V functional and the def2-TZVPD basis.

Computed properties:
DFT total energy in eV: -495245.2297
Energy relative to the best compared isomer or geometry (same formula, charge and spin) in kcal per mole: 54.3
Total charge: -2

Each line ends with the Löwdin charge.
Geometry (Å):
Cs: -0.1007 0.3877 0.0245  0.560
F: -7.0404 -0.6128 0.5621  -0.370
Ge: -5.1993 -0.2616 0.7744  1.063
C: -5.1478 -1.8650 2.0962  -0.238
C: -6.3321 -2.4760 2.4768  -0.105
C: -6.3628 -3.3460 3.5531  -0.081
C: -5.2022 -3.6065 4.2677  -0.076
C: -4.0158 -3.0127 3.8800  -0.089
C: -3.9818 -2.1457 2.7867  -0.411
P: -2.3888 -1.4273 2.2242  1.061
C: -1.4774 -2.9949 1.9564  -0.379
C: -2.1347 -4.2044 1.7480  -0.115
C: -1.4096 -5.3700 1.5697  -0.090
C: -0.0257 -5.3364 1.5740  -0.079
C: 0.6356 -4.1293 1.7333  -0.050
C: -0.0820 -2.9608 1.9141  -0.123
C: -1.7748 -0.9650 3.8892  -0.368
C: -0.7823 -1.6349 4.5948  -0.081
C: -0.4346 -1.2213 5.8683  -0.070
C: -1.0731 -0.1420 6.4529  -0.081
C: -2.0572 0.5367 5.7510  -0.072
C: -2.3970 0.1364 4.4741  -0.106
C: -5.3987 1.2056 2.1307  -0.288
C: -6.4989 1.2320 2.9741  -0.097
C: -6.6459 2.2262 3.9251  -0.085
C: -5.6765 3.2102 4.0406  -0.081
C: -4.5718 3.1988 3.2057  -0.076
C: -4.4298 2.2020 2.2456  -0.413
P: -3.0012 2.0910 1.0943  1.021
C: -1.7117 3.0209 2.0042  -0.388
C: -1.6755 4.4132 2.0578  -0.105
C: -0.6675 5.0515 2.7546  -0.066
C: 0.3164 4.3185 3.3973  -0.048
C: 0.2925 2.9355 3.3432  -0.066
C: -0.7135 2.2922 2.6450  -0.191
C: -3.4523 3.3933 -0.1088  -0.371
C: -2.4666 3.7976 -1.0092  -0.108
C: -2.7677 4.6903 -2.0193  -0.071
C: -4.0483 5.2094 -2.1312  -0.095
C: -5.0141 4.8534 -1.2078  -0.098
C: -4.7223 3.9469 -0.2041  -0.090
C: -5.3476 0.8104 -0.9917  -0.275
C: -6.5329 1.5098 -1.0995  -0.114
C: -6.7684 2.3329 -2.1857  -0.089
C: -5.7995 2.4649 -3.1638  -0.082
C: -4.6130 1.7613 -3.0609  -0.065
C: -4.3803 0.9166 -1.9781  -0.411
P: -2.8561 -0.0637 -1.7430  0.969
C: -2.1163 0.1509 -3.4054  -0.369
C: -1.4811 1.3693 -3.6507  -0.117
C: -0.9591 1.6523 -4.8983  -0.067
C: -1.0567 0.7161 -5.9165  -0.082
C: -1.6622 -0.5047 -5.6720  -0.083
C: -2.1861 -0.7929 -4.4233  -0.087
C: -3.5840 -1.7317 -1.9000  -0.404
C: -2.9072 -2.7925 -1.3063  -0.102
C: -3.4305 -4.0707 -1.3518  -0.075
C: -4.6313 -4.3063 -2.0011  -0.078
C: -5.2977 -3.2585 -2.6154  -0.077
C: -4.7796 -1.9788 -2.5728  -0.090
H: -7.2383 -2.2711 1.9311  0.091
H: -7.2975 -3.8082 3.8480  0.100
H: -5.2177 -4.2855 5.1127  0.102
H: -3.0977 -3.2216 4.4184  0.114
H: -3.2154 -4.2298 1.7388  0.101
H: -1.9232 -6.3122 1.4297  0.101
H: 0.5411 -6.2494 1.4603  0.101
H: 1.7149 -4.0932 1.7316  0.119
H: 0.4563 -2.0362 2.0812  0.078
H: -0.2713 -2.4824 4.1663  0.094
H: 0.3523 -1.7429 6.3956  0.109
H: -0.8050 0.1675 7.4537  0.100
H: -2.5479 1.3898 6.1972  0.104
H: -3.1595 0.6756 3.9253  0.087
H: -7.2470 0.4586 2.8740  0.096
H: -7.5059 2.2325 4.5835  0.098
H: -5.7790 3.9891 4.7853  0.100
H: -3.8095 3.9600 3.3082  0.099
H: -2.4227 4.9967 1.5344  0.107
H: -0.6516 6.1317 2.7886  0.104
H: 1.1101 4.8250 3.9260  0.114
H: 1.0652 2.3570 3.8274  0.109
H: -0.7169 1.2096 2.5939  0.022
H: -1.4516 3.4373 -0.8906  0.094
H: -2.0005 4.9904 -2.7185  0.111
H: -4.2921 5.8900 -2.9353  0.099
H: -6.0065 5.2766 -1.2680  0.104
H: -5.4869 3.6620 0.5049  0.105
H: -7.2840 1.3925 -0.3344  0.100
H: -7.7034 2.8717 -2.2589  0.105
H: -5.9732 3.1073 -4.0165  0.108
H: -3.8699 1.8652 -3.8386  0.101
H: -1.4230 2.1077 -2.8613  0.086
H: -0.4886 2.6081 -5.0828  0.110
H: -0.6577 0.9372 -6.8967  0.100
H: -1.7414 -1.2380 -6.4616  0.102
H: -2.6459 -1.7544 -4.2455  0.095
H: -1.9624 -2.6129 -0.8070  0.093
H: -2.9021 -4.8824 -0.8753  0.096
H: -5.0482 -5.3037 -2.0316  0.099
H: -6.2272 -3.4398 -3.1355  0.101
H: -5.3020 -1.1678 -3.0608  0.112
O: 5.5637 -3.1911 -4.0051  0.063
C: 4.4023 -2.8494 -3.4052  -0.309
C: 4.3501 -1.9629 -2.3313  -0.004
C: 3.1248 -1.6787 -1.7626  -0.117
N: 1.9786 -2.1982 -2.1933  0.022
C: 2.0569 -3.0177 -3.2118  -0.758
Br: 0.3755 -3.7150 -3.8113  0.680
C: 3.2068 -3.4054 -3.8687  -0.061
H: 6.2877 -2.7070 -3.5803  0.120
H: 5.2412 -1.4832 -1.9424  -0.006
H: 3.0663 -1.0030 -0.9238  0.036
H: 3.1881 -4.0938 -4.6985  0.100
O: 2.3447 -1.0404 3.5138  -0.116
H: 2.4641 -0.3790 4.1987  0.025
H: 2.7644 -0.6382 2.7392  -0.069
O: 1.2869 4.2770 -0.4232  -0.148
H: 1.6736 3.6021 0.1495  -0.096
H: 2.0696 4.7224 -0.7714  -0.038
Se: 5.7129 2.2302 3.2433  -0.431
Sb: 5.0825 2.1347 0.8453  -0.385
Se: 2.6678 1.2535 0.8987  -0.293
Se: 6.3892 0.4784 -0.4857  -0.320
Se: 4.9543 4.3999 -0.1730  -0.348